# 1
Entry from OMol25: a cluster of 2 separate species, CH4N2O2 in total in a non-equilibrium geometry (ωB97M-V/def2-TZVPD).

Computed properties:
- HOMO (alpha / beta) (eV) = -10.18 / -10.33
- LUMO level (alpha / beta) (eV) = -1.28 / -1.51
- Kohn-Sham gap (alpha / beta) (eV) = 8.90 / 8.81
- energy above the lowest of the compared OMol25 structures with the same formula, charge and spin (kJ/mol) = 794.5

Geometry as ORCA input:
```
! RIJCOSX wB97M-V def2-TZVPD def2/J DEFGRID3
* xyz 0 1
N -1.209 0.220 0.258
C 0.125 0.534 -0.102
O -2.891 -1.243 0.226
H -0.115 1.204 -0.816
N -1.715 -0.924 0.116
O -2.366 1.823 -0.632
H 0.635 0.983 0.684
H 0.678 -0.339 -0.535
H -1.028 -1.759 0.046
*
```

***

# 2
Entry from OMol25: the molecule CH4N2O2 in a non-equilibrium geometry (ωB97M-V/def2-TZVPD).

Computed properties:
- HOMO (eV) = -10.06
- LUMO level (eV) = 0.55
- Kohn-Sham gap (eV) = 10.62
- energy above the lowest of the compared OMol25 structures with the same formula, charge and spin (kJ/mol) = 295.4
- SMILES string = NC[N+](=O)[O-]

Geometry as ORCA input:
```
! RIJCOSX wB97M-V def2-TZVPD def2/J DEFGRID3
* xyz 0 1
H 0.530 1.344 -0.192
O -2.875 0.297 0.997
H -0.223 -0.900 1.223
H -0.675 0.782 1.429
H 0.786 -0.296 -0.848
O -2.238 -0.286 -0.916
C -0.607 0.021 0.722
N -2.006 0.001 0.193
N 0.268 0.382 -0.374
*
```

***

What is the energy above the lowest of the compared OMol25 structures with the same formula, charge and spin in the second record?
295.4 kJ/mol